Molecular formula: C18H16N2O4Pt
Method: DFT, the ωB97M-V functional and the def2-TZVPD basis

```
41
Properties=species:S:1:pos:R:3:lowdin_spin:R:1
Pt -0.0578 0.0784 -0.0004 1.41
O 0.0022 2.0618 0.3673 0.12
C -0.6609 2.7245 1.2842 0.00
C -0.7039 4.1284 1.1276 0.01
C -1.3755 4.9438 2.0017 0.00
C -2.0539 4.3987 3.0955 0.01
C -2.0141 3.0385 3.2793 0.00
C -1.3200 2.1769 2.4120 0.01
C -1.2919 0.7551 2.7287 0.01
N -0.8626 -0.2395 1.9716 0.14
C -1.0353 -1.4167 2.6594 0.01
C -1.5737 -1.1374 3.8699 0.01
N -1.7281 0.2303 3.9029 0.00
H -0.1846 4.5317 0.2681 0.00
H -1.3874 6.0137 1.8347 0.00
H -2.6051 5.0285 3.7797 0.00
H -2.5610 2.6255 4.1192 0.00
H -0.7588 -2.3641 2.2313 0.00
H -1.8530 -1.7681 4.6941 0.00
H -2.0675 0.7620 4.6831 0.00
C -6.3972 -1.8477 -2.2724 0.00
O -5.6236 -3.0260 -2.1159 0.00
C -4.3241 -2.8820 -1.7810 0.00
C -3.6091 -4.0987 -1.6432 0.00
C -2.2938 -4.0474 -1.3165 0.00
C -1.5984 -2.8263 -1.0867 0.00
C -0.2051 -2.8745 -0.7793 0.00
C 0.5477 -4.1822 -0.8688 0.00
O 0.5014 -1.9023 -0.4204 0.06
C -2.3281 -1.5967 -1.2234 0.01
O -1.8436 -0.4190 -1.0864 0.17
C -3.7054 -1.6773 -1.5820 0.01
H -7.3978 -2.1776 -2.5354 0.00
H -5.9972 -1.2183 -3.0701 0.00
H -6.4317 -1.2745 -1.3435 0.00
H -4.1279 -5.0327 -1.8048 0.00
H -1.7563 -4.9802 -1.2177 0.00
H 0.4002 -4.6573 -1.8376 0.00
H 0.2074 -4.8753 -0.0978 0.00
H 1.6039 -3.9794 -0.7156 0.00
H -4.2206 -0.7340 -1.6826 0.00
```

Results
- orbital gap (alpha / beta) (eV) = 7.790 / 7.469
- LUMO (alpha / beta) (eV) = 0.43 / -0.17
- calculated total energy (eV) = -33341.070
- HOMO energy (alpha / beta) (hartree) = -0.271 / -0.281
- spin multiplicity = 3

Molecular formula: C18H16N4O5S
Method: DFT, the ωB97M-V functional and the def2-TZVPD basis

```
44
Properties=species:S:1:pos:R:3:nbo_charge:R:1
C -1.5589 5.6829 -5.8909 -0.26
H -1.7270 6.1403 -6.8632 0.19
H -1.1207 6.4036 -5.1978 0.19
H -2.4987 5.3209 -5.4695 0.19
O -0.6671 4.6054 -6.1189 -0.48
C -0.3082 3.8989 -5.0427 0.47
N -0.7912 4.2279 -3.8556 -0.28
N -0.4460 3.5654 -2.7939 -0.20
C 0.3909 2.5406 -2.8545 0.12
C 0.9232 2.1143 -4.0903 -0.18
C 0.5706 2.8103 -5.2151 -0.24
H 0.9230 2.5568 -6.2021 0.23
H 1.5710 1.2537 -4.1524 0.22
C 0.7056 1.8858 -1.5814 -0.08
C -0.1468 2.0712 -0.4917 -0.17
C 0.1150 1.4695 0.7207 -0.23
C 1.2474 0.6722 0.8781 0.11
C 2.1179 0.5030 -0.1948 -0.18
C 1.8446 1.0994 -1.4094 -0.20
H 2.5469 0.9712 -2.2185 0.21
H 3.0001 -0.1004 -0.0608 0.24
N 1.5322 0.0679 2.1041 -0.84
S 1.8388 -1.5685 2.2754 2.33
O 2.1419 -1.7569 3.6569 -0.92
O 2.7910 -1.9812 1.2931 -0.93
C 0.2128 -2.3025 1.9691 -0.36
C -0.5393 -2.4941 3.1106 -0.10
C -1.8212 -3.0140 3.0052 -0.02
C -2.3460 -3.3484 1.7614 -0.15
C -1.5787 -3.1492 0.6336 -0.20
C -0.2877 -2.6170 0.7079 0.05
C 0.4886 -2.4014 -0.5453 -0.66
H 0.2324 -3.1584 -1.2830 0.22
H 0.2416 -1.4260 -0.9660 0.24
H 1.5555 -2.4247 -0.3475 0.26
H -1.9793 -3.4071 -0.3350 0.22
H -3.3434 -3.7570 1.7021 0.25
N -2.6181 -3.2057 4.1946 0.53
O -3.6758 -3.7823 4.0682 -0.37
O -2.1819 -2.7706 5.2359 -0.37
H -0.1158 -2.2582 4.0752 0.27
H 0.9931 0.4085 2.8859 0.41
H -0.5520 1.6203 1.5577 0.21
H -1.0160 2.6958 -0.6217 0.24
```

Results
- orbital gap (eV) = 7.847
- structure (SMILES) = COc1ccc(-c2ccc(NS(=O)(=O)c3cc([N+](=O)[O-])ccc3C)cc2)nn1
- LUMO (eV) = -0.76
- calculated total energy (eV) = -45954.847
- relative energy (zero: lowest compared OMol25 entry of this formula, charge and spin) (kJ/mol) = 360.3
- HOMO energy (hartree) = -0.316

Molecular formula: C18H16N5O4RuS2
Method: DFT, the ωB97M-V functional and the def2-TZVPD basis

```
46
Properties=species:S:1:pos:R:3:lowdin_spin:R:1
Ru -0.3599 0.0347 0.8503 0.75
O -3.6405 -1.5788 -0.9180 0.00
C -2.7087 -0.8944 -0.5619 0.00
O -1.8154 -1.2217 0.3310 0.03
C -2.4504 0.4501 -1.2031 0.00
C -3.2276 1.0299 -2.1884 0.00
C -2.8333 2.2651 -2.6879 0.00
C -1.6900 2.8800 -2.1898 0.00
C -0.9600 2.2215 -1.2159 0.00
N -1.3517 1.0391 -0.7594 0.00
C 0.3214 2.7112 -0.5517 0.00
O 0.5466 3.9231 -0.5251 0.00
O 1.0183 1.7694 -0.0503 0.05
H -4.1059 0.5058 -2.5379 0.00
H -3.4156 2.7495 -3.4609 0.00
H -1.3554 3.8476 -2.5368 0.00
N 0.9473 2.1528 2.5901 0.00
N 0.0600 3.1655 2.2064 0.00
C -1.2360 2.8931 1.9825 0.00
N -1.9818 3.9279 1.5793 0.00
S -1.9506 1.3610 2.2045 -0.01
H 1.1632 2.2389 3.5745 0.00
H 1.7745 2.1947 2.0100 0.00
H 0.4625 3.9206 1.6572 0.00
H -1.5460 4.7845 1.2716 0.00
H -2.9201 3.7311 1.2779 0.00
C 0.7974 -0.3498 -2.3415 0.00
C 1.2054 -1.4503 -1.4147 0.00
C 1.8712 -2.5550 -2.0041 0.00
C 2.3411 -3.5661 -1.2361 0.00
C 2.1446 -3.5119 0.1597 0.00
C 2.6278 -4.5242 1.0178 0.02
C 2.3937 -4.4488 2.3607 0.00
C 1.6634 -3.3719 2.8868 0.03
C 1.1770 -2.3740 2.0753 0.01
S 0.2592 -1.0430 2.7223 0.13
C 1.4265 -2.4184 0.6822 0.01
N 0.9648 -1.3858 -0.1165 -0.01
H 1.4505 -0.3566 -3.2132 0.00
H 0.8860 0.6087 -1.8505 0.00
H -0.2268 -0.4968 -2.6930 0.00
H 2.0031 -2.5558 -3.0769 0.00
H 2.8645 -4.4088 -1.6708 0.00
H 3.1773 -5.3525 0.5890 0.00
H 2.7624 -5.2190 3.0252 0.00
H 1.4663 -3.3221 3.9501 0.00
```

Results
- orbital gap (alpha / beta) (eV) = 7.261 / 7.097
- LUMO (alpha / beta) (eV) = -0.11 / -0.62
- calculated total energy (eV) = -58821.605
- relative energy (zero: lowest compared OMol25 entry of this formula, charge and spin) (kJ/mol) = 0.2
- HOMO energy (alpha / beta) (hartree) = -0.271 / -0.284
- spin multiplicity = 2

Molecular formula: C18H16N6S
Method: DFT, the ωB97M-V functional and the def2-TZVPD basis

```
41
Properties=species:S:1:pos:R:3:nbo_charge:R:1
C 0.1633 3.0609 0.1679 -0.38
C 1.4219 3.1488 0.5524 -0.20
C 2.2706 2.0045 1.0356 -0.26
N 1.5810 0.7453 1.0533 -0.36
C 1.4925 -0.1272 0.0089 0.19
N 0.8237 -1.1984 0.3639 -0.37
N 0.4683 -1.0480 1.6438 -0.26
C 0.9040 0.1102 2.0678 0.30
C 0.6938 0.6014 3.4175 -0.05
C 0.5089 1.9500 3.7190 -0.26
C 0.3109 2.3021 5.0451 0.04
N 0.2807 1.4332 6.0393 -0.41
C 0.4317 0.1514 5.7484 0.04
C 0.6398 -0.3202 4.4644 -0.22
H 0.7583 -1.3711 4.2573 0.24
H 0.3863 -0.5266 6.5902 0.20
H 0.1669 3.3376 5.3245 0.19
H 0.4829 2.7034 2.9474 0.23
S 2.2134 0.1979 -1.5340 0.28
C 1.9204 -1.4144 -2.3664 -0.54
C 0.5258 -1.5621 -2.8308 0.35
N 0.1322 -1.3981 -4.0627 -0.46
C -1.2184 -1.6332 -4.0485 0.07
C -2.1511 -1.6024 -5.0799 -0.20
C -3.4633 -1.8796 -4.7625 -0.23
C -3.8569 -2.1832 -3.4564 -0.21
C -2.9499 -2.2226 -2.4175 -0.26
C -1.6278 -1.9456 -2.7275 0.17
N -0.4853 -1.8979 -1.9770 -0.56
H -0.3637 -2.0034 -0.9746 0.45
H -3.2517 -2.4574 -1.4080 0.22
H -4.8979 -2.3919 -3.2583 0.21
H -4.2128 -1.8631 -5.5401 0.21
H -1.8455 -1.3674 -6.0866 0.22
H 2.1898 -2.1851 -1.6457 0.25
H 2.5978 -1.4119 -3.2179 0.26
H 3.1352 1.9026 0.3674 0.24
H 2.6428 2.2139 2.0449 0.24
H 1.9452 4.0945 0.5363 0.21
H -0.3824 3.9225 -0.1731 0.21
H -0.3815 2.1306 0.1719 0.20
```

Results
- orbital gap (eV) = 8.501
- structure (SMILES) = C=CCn1c(SCc2nc3ccccc3[nH]2)nnc1-c1ccncc1
- LUMO (eV) = 0.21
- calculated total energy (eV) = -38701.559
- relative energy (zero: lowest compared OMol25 entry of this formula, charge and spin) (kJ/mol) = 0.0
- HOMO energy (hartree) = -0.305

Molecular formula: C18H17AsF9MoN6OS6
Method: DFT, the ωB97M-V functional and the def2-TZVPD basis

```
59
Properties=species:S:1:pos:R:3:lowdin_spin:R:1
Mo -0.2197 -0.4047 1.0571 1.69
C -4.8140 -2.2286 3.0179 0.00
C -5.0633 -0.7405 3.2172 0.00
N -3.8456 0.0161 3.4751 0.01
C -2.9251 0.2256 2.5120 0.00
S -1.3795 0.8792 2.9798 0.02
N -3.2623 -0.0099 1.2592 0.00
N -2.1754 0.2308 0.4521 -0.01
C -2.3717 0.7613 -0.6949 0.02
C -3.7468 0.9617 -1.2357 0.00
C -1.1655 1.2388 -1.3597 0.01
C -1.1342 1.7433 -2.6516 0.00
C 0.0633 2.2357 -3.1471 0.01
C 1.1934 2.2211 -2.3560 0.00
C 1.0925 1.6908 -1.0789 0.01
N -0.0539 1.2261 -0.5943 0.01
H -5.7613 -2.7472 2.8532 0.00
H -4.1753 -2.4062 2.1519 0.00
H -4.3325 -2.6633 3.8961 0.00
H -5.5382 -0.3165 2.3317 0.00
H -5.7307 -0.5625 4.0634 0.00
H -3.4897 0.0459 4.4148 0.00
H -4.3761 1.4183 -0.4722 0.00
H -3.7588 1.5730 -2.1333 0.00
H -4.1712 -0.0231 -1.4470 0.00
H -2.0199 1.7283 -3.2681 0.00
H 0.1093 2.6175 -4.1596 0.00
H 2.1527 2.5602 -2.7174 0.00
H 1.9527 1.6072 -0.4295 0.00
S -0.0774 -5.2659 0.3254 0.03
As -1.1301 -3.4692 0.4112 0.03
S -0.8056 -2.3425 2.3081 0.07
S -0.0312 -1.8137 -0.7547 -0.01
S -3.1215 -3.3698 -0.2582 0.02
F 3.1802 -1.3647 3.7253 0.00
C 2.5740 -0.1900 3.9118 0.00
F 3.2807 0.4897 4.8344 0.00
F 1.3690 -0.4242 4.4120 0.00
C 2.4708 0.5947 2.5692 0.01
O 1.5276 0.0650 1.7728 0.07
C 3.8304 0.5022 1.8035 0.00
F 4.8921 0.6876 2.6022 0.00
F 3.8777 1.4420 0.8455 0.00
F 3.9622 -0.6803 1.2200 0.00
C 2.1716 2.0970 2.8786 0.00
F 1.2788 2.2203 3.8625 0.00
F 1.6677 2.7067 1.8011 0.00
F 3.2735 2.7690 3.2448 0.00
S 3.2812 -0.8946 -1.8973 0.00
C 3.4103 -0.6990 -3.5148 0.00
N 3.3145 -1.8208 -4.3395 0.00
C 3.3906 -1.7892 -5.6802 0.00
C 3.5712 -0.6005 -6.3086 0.00
C 3.6397 0.5339 -5.4578 0.00
N 3.5620 0.5115 -4.1611 0.00
H 3.1508 -2.6878 -3.8458 0.00
H 3.2966 -2.7382 -6.1895 0.00
H 3.6403 -0.5235 -7.3809 0.00
H 3.7636 1.5165 -5.9077 0.00
```

Results
- orbital gap (alpha / beta) (eV) = 5.814 / 5.714
- total charge = -1
- LUMO (alpha / beta) (eV) = 1.54 / 1.43
- calculated total energy (eV) = -182099.783
- relative energy (zero: lowest compared OMol25 entry of this formula, charge and spin) (kJ/mol) = 0.0
- HOMO energy (alpha / beta) (hartree) = -0.157 / -0.157
- spin multiplicity = 3